# 1
The following is a DFT calculation (ωB97M-V/def2-TZVPD) of a molecular structure, C23H42O31S8 in a non-equilibrium geometry.

HOMO-LUMO gap: 9.782 eV

```
104
Properties=species:S:1:pos:R:3:forces:R:3:mulliken_charge:R:1
C 3.693 20.929 25.285 -0.0135 0.4132 0.8381 -0.48
C 2.701 21.513 26.275 0.7761 0.1897 1.9943 -0.28
O 1.442 21.666 25.619 0.3272 -0.2658 -1.2006 -0.35
S 1.543 20.986 24.138 -0.4604 0.8628 -0.0602 1.27
O 1.861 21.939 23.113 0.1392 -0.3660 1.0255 -0.62
O 0.381 20.188 23.943 0.4890 -0.2231 0.3756 -0.57
O 2.833 20.115 24.489 -0.4103 -0.2263 -1.0734 0.06
H 4.403 20.264 25.768 0.0079 0.0406 -0.0589 0.37
H 4.213 21.716 24.740 -0.1422 -0.2784 -0.4566 0.19
H 3.028 22.430 26.772 -0.1068 0.4330 -0.8287 0.33
H 2.626 20.871 27.160 -0.6119 -0.5240 -0.4611 0.20
C 3.209 15.925 26.425 -0.1926 -0.5456 0.8215 -0.35
C 3.332 17.303 25.832 -0.7388 0.1779 0.2440 0.51
O 4.002 18.052 26.859 0.7856 -0.0368 0.8897 -0.24
S 3.757 17.422 28.341 0.2504 -0.0415 -0.2970 1.07
O 2.972 18.327 29.121 0.1762 -0.6261 -0.6311 -0.56
O 5.001 16.951 28.868 -0.7405 0.2218 -0.5199 -0.54
O 2.860 16.190 27.813 0.4470 0.6915 0.4325 -0.35
H 4.148 15.370 26.406 0.1002 0.1397 -0.0570 0.36
H 2.414 15.263 26.093 -0.0619 0.3192 -0.4442 0.30
H 2.380 17.833 25.760 -0.1823 -0.5316 -0.6014 0.02
H 3.899 17.312 24.906 0.1310 0.2472 0.1147 -0.23
C -2.951 19.495 21.141 -1.3168 -0.2856 0.6681 -0.09
C -3.423 20.914 21.077 1.4029 1.9725 -0.5694 -0.50
O -3.691 21.148 19.677 -0.3182 -0.4538 -0.9501 -0.38
S -2.770 20.225 18.723 -0.1720 -0.3406 1.3686 0.92
O -1.656 20.957 18.220 -0.0047 0.0628 0.1760 -0.47
O -3.568 19.482 17.815 -0.0155 0.3133 0.3984 -0.54
O -2.237 19.295 19.944 0.5026 0.3796 -1.0482 -0.09
H -3.819 18.828 21.161 0.2078 -0.2074 0.0891 0.21
H -2.318 19.349 22.013 0.1851 -0.2336 -0.2004 0.28
H -2.598 21.607 21.293 0.1310 -0.2932 0.2327 0.28
H -4.239 21.307 21.676 -0.4590 -0.7679 -0.1511 0.34
C 1.363 21.868 17.440 0.6079 -0.5626 -1.3100 -0.32
C 1.853 20.462 17.798 -0.7041 0.0103 1.2833 -0.34
O 3.192 20.417 17.303 0.7748 1.0564 0.4546 -0.12
S 3.849 21.849 17.773 -0.2798 -0.4410 -0.6510 0.95
O 4.893 22.221 16.873 -0.5536 -0.4002 0.5319 -0.59
O 4.096 21.805 19.185 -0.1014 -0.0001 -0.5533 -0.41
O 2.553 22.716 17.446 0.6421 -0.3410 0.8626 -0.37
H 0.597 22.281 18.082 -0.0624 -0.0277 -0.0602 0.29
H 1.150 21.850 16.372 -0.8698 0.2061 0.1554 0.31
H 1.275 19.621 17.422 0.0341 0.2937 -0.6720 0.42
H 1.805 20.304 18.880 0.4856 0.1499 0.0544 0.15
C -1.111 14.637 21.300 0.1543 0.5887 0.5104 -0.22
C -0.695 14.251 19.898 -0.1375 -0.6974 0.3656 0.13
O -1.944 14.174 19.210 -0.8010 1.1857 -0.2764 -0.33
S -2.840 15.466 19.663 0.4497 -0.6705 -0.4891 1.01
O -4.203 15.090 19.702 -0.0660 -0.1354 0.0233 -0.63
O -2.470 16.637 18.926 0.2911 -0.7109 0.6337 -0.37
O -2.269 15.495 21.160 0.0791 0.4204 -0.5141 -0.32
H -0.329 15.219 21.787 -0.0613 -0.0630 0.1388 0.11
H -1.441 13.811 21.927 0.1776 -0.1819 -0.1509 0.36
H -0.277 13.250 19.869 0.1118 0.0810 -0.0441 0.56
H -0.004 14.955 19.435 -0.1711 0.1050 -0.0152 -0.29
C 6.086 21.244 22.038 -0.5528 0.4444 0.0194 -0.25
C 6.406 20.242 20.928 -0.9298 0.1025 -0.3009 0.21
O 6.788 19.017 21.545 0.5258 -0.4867 1.0276 -0.29
S 6.555 18.961 23.134 -0.3103 0.0630 -0.3827 0.81
O 7.761 18.737 23.863 -0.3567 0.6218 -0.7062 -0.58
O 5.474 18.062 23.410 0.1777 0.5874 -0.1501 -0.45
O 6.031 20.484 23.249 0.7834 -0.7990 0.7563 -0.26
H 5.087 21.679 21.988 -0.0006 -0.1557 -0.5904 0.24
H 6.768 22.095 22.064 0.4067 -0.3931 0.4944 0.32
H 7.210 20.545 20.265 -0.0249 0.0950 0.0439 0.44
H 5.482 20.060 20.379 0.2376 -0.0240 -0.2803 -0.23
C 2.039 14.453 15.175 -0.6353 -0.1664 0.6967 -0.28
C 1.863 15.319 16.440 1.1769 -0.7877 -0.2290 -0.01
O 0.500 15.232 16.758 -1.7184 -0.2509 0.0773 -0.26
S -0.038 13.714 16.481 2.0706 0.2783 0.0141 1.14
O -1.389 13.682 16.072 0.2438 0.3589 -0.1441 -0.53
O 0.413 12.898 17.569 -0.2719 0.2239 -0.4819 -0.57
O 0.971 13.485 15.233 -1.0139 -0.2038 0.4580 -0.39
H 2.957 13.880 15.260 0.2220 0.2958 -0.5626 0.29
H 1.862 15.008 14.257 0.4691 -0.0217 -0.0982 0.31
H 2.189 16.345 16.294 -0.3451 0.0791 0.0618 0.04
H 2.466 14.872 17.237 -0.1052 0.1911 0.1103 0.25
O 6.143 16.107 14.991 -0.1786 -0.1531 0.0096 -0.66
S 5.447 17.311 15.330 0.5292 0.2029 -0.5109 1.10
O 4.644 17.321 16.519 0.1708 0.1731 0.1011 -0.47
O 6.508 18.503 15.295 -0.6680 -0.3395 0.0766 -0.25
C 7.654 18.410 16.163 0.4064 0.0533 0.8098 -0.65
C 7.530 19.408 17.312 0.8203 0.1945 -0.8864 -0.73
C 4.429 17.873 13.996 0.1621 -0.3914 0.6475 -0.69
H 8.531 18.622 15.553 -0.1828 0.1877 -0.1727 0.37
H 7.808 17.399 16.542 -0.3209 -0.1002 -0.1492 0.38
H 8.552 19.646 17.620 -0.0788 -0.2196 0.3918 0.44
H 6.943 19.039 18.147 -0.1604 0.0853 -0.0481 0.10
H 7.170 20.351 16.898 -0.4277 -0.0459 0.2423 0.26
H 4.977 17.856 13.061 0.0371 0.1480 0.0148 0.37
H 4.068 18.850 14.308 -0.0920 0.0516 -0.2932 0.23
H 3.630 17.132 13.994 -0.1497 0.1596 -0.2012 0.18
C 1.095 17.451 19.544 -0.2783 0.0490 0.4998 -0.38
C 0.476 17.604 20.776 -0.0945 0.7928 0.1991 -0.35
C 1.241 17.864 21.908 0.6457 -0.2515 0.3659 -0.34
C 2.639 17.904 21.865 -0.0552 -0.2110 -0.7017 -0.43
C 3.269 17.831 20.612 -1.2228 0.2544 0.7758 -0.56
C 2.465 17.585 19.510 1.5428 0.4157 -1.1326 -1.16
H 0.458 17.345 18.674 0.2492 -0.1547 -0.1765 0.95
H -0.602 17.703 20.794 -0.0221 -0.3089 0.1630 0.37
H 0.818 18.112 22.873 -0.4555 -0.3103 -0.1041 0.67
H 3.198 17.976 22.786 0.0774 0.4164 -0.0923 0.04
H 4.290 18.125 20.413 0.2324 -0.5143 0.4144 0.84
H 3.064 17.642 18.602 -0.6465 -0.3189 -0.4133 0.37
```
Positions in Å, forces in eV/Å.


# 2
The following is a DFT calculation (ωB97M-V/def2-TZVPD) of a molecular structure, C23H43BBr3ClCsN2O4 in a non-equilibrium geometry.

total charge: +1
HOMO-LUMO gap: 5.778 eV

```
78
Properties=species:S:1:pos:R:3:forces:R:3:mulliken_charge:R:1
C 3.144 -2.141 1.716 0.0974 -0.1248 0.3225 -1.50
C 2.152 -1.641 0.645 0.1951 0.0294 0.2168 1.01
B 0.656 -1.846 1.032 0.1411 -0.4306 0.2487 -0.03
O 0.259 -1.757 2.361 0.2092 -0.3786 -0.4049 -0.51
C -0.494 -2.076 -0.053 -1.2367 0.5141 -1.1970 0.46
N -0.126 -2.680 -1.321 1.7267 -0.0480 0.7466 -0.43
C 0.471 -3.814 -1.386 -0.5555 0.0325 -0.2839 0.98
C 0.198 -5.018 -0.516 -0.0412 0.4837 0.3339 -1.23
C 1.507 -4.031 -2.450 -0.4941 -0.0466 -0.4583 -1.50
N -1.807 -2.610 0.475 0.0425 -0.1811 0.2611 0.39
C -2.836 -2.062 -0.051 -0.1721 0.0084 -0.4264 -1.13
C -2.472 -0.959 -0.981 1.2145 1.3463 0.9024 0.27
C -3.316 0.348 -0.927 -0.4776 -0.7442 -0.2989 -0.84
C -4.698 0.234 -0.256 -0.0918 0.6732 -0.5880 -1.03
C -5.848 -0.076 -1.242 -0.2463 0.0618 0.7135 -0.75
C -6.504 -1.421 -0.998 -0.6630 -0.0011 -1.0899 -0.60
O -7.105 -1.435 0.307 1.0399 -0.0373 0.2766 -0.37
C -6.736 -2.481 1.097 -0.3183 -0.9004 -0.1405 0.80
C -6.275 -2.071 2.475 -0.6941 0.1120 -0.0538 -0.93
O -6.778 -3.634 0.726 0.4231 1.0495 0.1014 -0.55
C -1.047 -0.631 -0.416 0.6558 -0.9485 0.2034 -1.57
C -0.114 0.180 -1.317 -0.3944 0.4740 -0.0831 -0.70
C 0.101 1.632 -0.859 0.2867 0.1225 -0.0469 -0.77
C 0.640 1.770 0.566 0.1506 0.0119 0.0397 0.51
Cl -0.009 3.225 1.380 0.0179 0.0326 0.0116 -0.23
H 3.962 -1.443 1.898 -0.0343 0.0445 -0.1770 0.22
H 2.664 -2.294 2.684 -0.0289 0.0546 -0.0447 0.32
H 3.611 -3.088 1.440 -0.0950 0.0272 -0.0948 0.40
H 2.408 -2.063 -0.327 -0.1279 0.1549 -0.0736 0.41
H 2.306 -0.559 0.533 -0.1077 0.0029 -0.1346 -0.70
H -0.021 -2.607 2.716 -0.2718 0.2599 0.2915 0.33
H 0.113 -5.895 -1.159 0.2365 -0.0572 0.1167 0.46
H -0.748 -4.935 0.020 0.0897 0.0293 0.0082 0.24
H 1.006 -5.156 0.210 0.0198 -0.2133 -0.1112 0.26
H 1.798 -3.086 -2.903 0.0182 -0.0105 0.0753 0.34
H 1.130 -4.686 -3.243 0.0552 -0.0530 0.0795 0.42
H 2.375 -4.530 -2.012 -0.0287 0.0323 0.0200 0.40
H -1.850 -3.362 1.152 -0.2662 -0.0674 -0.1135 0.47
H -3.850 -2.377 0.180 0.1703 -0.2020 0.0825 0.72
H -2.279 -1.324 -1.994 -0.4731 -0.2917 0.0427 0.65
H -3.464 0.681 -1.955 0.0336 0.1299 0.0870 0.45
H -2.730 1.120 -0.433 0.0494 -0.1085 0.0896 0.30
H -4.906 1.215 0.177 0.0437 -0.1153 0.1333 0.37
H -4.717 -0.465 0.584 0.0627 0.0529 0.0366 0.53
H -5.530 0.007 -2.283 0.0767 -0.1854 0.0314 0.45
H -6.625 0.682 -1.111 0.0243 -0.0539 -0.0611 0.38
H -5.807 -2.251 -1.143 -0.0767 -0.0803 0.3211 0.31
H -7.301 -1.566 -1.731 0.0597 -0.0795 0.0427 0.39
H -6.872 -2.631 3.195 0.2503 -0.0524 0.0843 0.34
H -6.426 -1.007 2.648 0.1172 -0.0380 -0.0379 0.33
H -5.223 -2.335 2.589 -0.0599 -0.0305 0.0727 0.22
H -1.176 -0.150 0.562 -0.2425 0.1955 -0.1592 0.96
H 0.859 -0.295 -1.442 -0.0878 -0.1773 0.1101 0.33
H -0.554 0.213 -2.318 0.1855 -0.0269 -0.0210 0.26
H -0.794 2.248 -0.975 -0.1017 -0.2243 0.1101 0.55
H 0.841 2.075 -1.529 -0.1222 0.0030 -0.0615 0.29
H 1.726 1.871 0.574 -0.0587 -0.0272 -0.0390 0.08
H 0.390 0.937 1.223 -0.0741 0.0108 -0.0577 -0.28
C 3.084 6.010 1.729 -0.0824 -0.0313 -0.2392 -1.03
C 4.412 5.913 1.015 0.0337 -0.0099 0.0223 0.90
O 4.474 5.745 -0.181 -0.0391 -0.0635 0.0027 -0.53
C 5.645 6.037 1.877 0.1068 0.0432 -0.2942 -1.04
H 2.274 5.909 1.010 -0.0140 -0.0121 -0.0101 0.23
H 2.998 5.218 2.476 0.0182 0.0827 0.1047 0.27
H 2.998 6.977 2.227 0.0270 -0.0598 0.1216 0.39
H 5.655 5.233 2.615 -0.0182 0.1334 0.0944 0.16
H 5.647 7.002 2.386 -0.0662 -0.0726 0.1340 0.41
H 6.536 5.952 1.261 -0.0169 -0.0443 -0.0098 0.27
Br 2.992 1.520 -3.478 -0.0419 0.0085 0.0988 -0.19
C 3.998 2.684 -2.261 -0.1020 -0.1277 -0.1151 -0.60
C 5.204 2.007 -1.688 0.0687 0.2903 -0.0577 -0.30
Br 4.723 0.728 -0.276 -0.6723 -0.4339 -0.8263 -0.14
H 3.299 3.016 -1.499 0.0377 0.0571 0.0073 0.22
H 4.301 3.537 -2.864 0.0322 0.0001 0.0095 0.49
H 5.868 2.739 -1.178 -0.6214 -0.5234 -0.5086 0.09
H 5.768 1.447 -2.428 -0.0504 -0.0764 0.0229 0.43
Br 6.837 2.798 0.723 3.9420 4.8047 -5.2688 -0.96
Cs 6.008 1.578 2.700 -2.5923 -3.9790 6.7571 0.97
```
Positions in Å, forces in eV/Å.


Energy above the lowest of the compared OMol25 structures with the same formula, charge and spin? In order: 0.000, 0.000 eV.
LUMO? In order: 0.1297, -3.8532 eV.
Calculated total energy? In order: -174679.103, -259586.176 eV.